Entry 1:
Formula: C34H52BiGeN2O6PS
Source: OMol25
Level of theory: ωB97M-V with the def2-TZVPD basis set

The geometry in XYZ format:
```
98
Properties=species:S:1:pos:R:3:forces:R:3
Bi 1.100 1.339 -0.038 0.3 0.3 -0.3
C 2.144 -1.960 1.254 -1.5 0.1 0.7
C 2.768 -0.784 1.974 0.0 0.3 0.8
C 4.288 -0.910 1.970 -0.6 -0.1 -0.1
C 2.155 -0.687 3.383 -0.1 -0.6 -1.0
O 2.470 0.505 1.303 0.2 -0.5 0.1
Ge 2.892 2.285 2.185 0.4 0.1 -0.2
O 3.002 2.732 0.326 -0.5 0.2 -0.3
C 4.164 3.001 -0.540 0.0 -0.9 -0.1
C 3.827 4.167 -1.445 -0.4 0.7 -0.6
C 5.369 3.189 0.354 -0.6 -0.3 0.7
C 4.405 1.814 -1.448 0.3 -0.6 -0.4
O 0.935 2.399 1.786 -0.4 0.2 0.2
C 0.073 3.591 2.141 0.9 -0.1 -0.5
C 1.016 4.772 1.972 0.7 1.4 1.4
C -0.965 3.694 1.051 0.7 0.5 -1.4
C -0.516 3.303 3.528 -0.5 -0.8 -0.6
H 2.413 -2.817 1.861 -0.1 -0.3 0.1
H 2.529 -2.186 0.269 0.0 0.4 -0.4
H 1.004 -1.898 1.284 1.6 0.0 -0.3
H 4.618 -1.835 2.441 -0.1 -0.1 -0.1
H 4.786 -0.112 2.497 0.1 0.5 0.1
H 4.566 -0.908 0.927 0.5 0.0 -0.2
H 2.608 -1.509 3.946 -0.8 -0.1 0.1
H 1.051 -0.697 3.243 0.7 -0.3 0.6
H 2.437 0.197 3.926 0.2 0.6 0.1
H 3.579 5.053 -0.872 0.0 0.2 0.2
H 2.940 3.939 -2.098 0.7 0.0 0.6
H 4.654 4.459 -2.132 -0.4 -0.4 0.6
H 5.215 4.056 0.976 0.1 0.4 0.3
H 6.245 3.330 -0.229 0.8 0.3 -0.5
H 5.566 2.314 1.011 -0.3 0.3 -0.4
H 3.616 1.739 -2.200 0.0 0.1 -0.2
H 4.396 0.854 -0.924 0.4 0.1 0.2
H 5.376 1.965 -1.976 -0.8 -0.3 0.3
H 1.260 5.122 0.936 -0.4 -0.8 0.8
H 2.007 4.592 2.490 -1.1 0.4 -0.3
H 0.535 5.631 2.492 0.5 -0.3 -0.3
H -0.351 4.028 0.139 -1.2 -0.4 0.8
H -1.723 4.475 1.251 0.4 -0.5 -0.1
H -1.428 2.732 0.829 -0.3 0.1 0.2
H 0.184 3.166 4.326 0.9 0.2 0.3
H -0.995 2.316 3.433 -0.1 0.3 0.0
H -1.268 4.005 3.899 0.1 0.2 -0.5
O -1.996 0.349 -1.182 0.6 0.2 -0.2
S -1.345 -0.500 -0.211 -1.6 -0.5 -0.1
O -0.354 -1.449 -0.671 0.5 0.1 -0.6
O -0.699 0.344 0.867 -0.2 -0.1 0.3
C -2.687 -1.467 0.457 0.5 1.0 0.6
C -3.817 -0.764 0.912 0.3 -1.1 -0.4
C -4.898 -1.534 1.358 -0.3 1.5 0.4
C -4.839 -2.927 1.308 -0.3 0.6 0.0
C -3.705 -3.593 0.896 -0.2 0.3 -0.2
C -2.590 -2.840 0.487 0.7 -1.7 0.2
P -1.068 -3.872 0.104 -1.0 1.0 0.0
C -0.242 -4.359 1.567 -0.6 -0.1 1.1
C 0.741 -5.330 1.534 0.6 -0.3 0.9
C 1.355 -5.741 2.718 -0.6 0.6 -0.7
C 0.939 -5.227 3.936 1.0 -0.8 -0.1
C -0.076 -4.287 3.994 0.6 -0.7 -0.1
C -0.640 -3.867 2.830 -1.1 1.1 -1.0
C -1.639 -5.174 -0.941 0.6 0.4 1.9
C -1.472 -6.528 -0.613 1.2 -0.2 -0.1
C -2.059 -7.477 -1.413 -0.3 -0.1 -0.7
C -2.825 -7.059 -2.534 2.3 2.0 2.4
C -2.909 -5.707 -2.832 -1.2 0.3 0.0
C -2.377 -4.712 -1.985 -1.1 -0.3 -2.5
H -3.778 0.322 0.815 -0.4 -0.3 0.3
H -5.791 -0.990 1.772 0.9 -0.9 -0.6
H -5.726 -3.484 1.547 -0.1 -0.2 0.3
H -3.777 -4.677 0.860 0.5 0.1 0.0
H 1.035 -5.826 0.647 0.3 -0.1 -1.0
H 2.143 -6.458 2.637 0.3 -0.4 0.2
H 1.470 -5.631 4.795 -0.4 0.4 0.2
H -0.427 -3.942 4.928 -0.3 0.4 0.8
H -1.461 -3.140 2.880 0.4 -0.3 -0.1
H -0.721 -6.817 0.152 -1.1 0.1 -0.4
H -1.847 -8.523 -1.216 -0.3 0.1 -0.1
H -3.222 -7.713 -3.201 -1.2 -2.0 -1.6
H -3.556 -5.482 -3.691 0.6 0.4 0.3
H -2.533 -3.633 -2.225 0.2 -1.0 0.4
N -2.516 4.392 -5.390 -1.3 1.0 0.8
C -3.210 4.816 -4.093 1.1 0.2 -0.3
C -2.179 4.572 -3.011 0.9 0.2 -0.3
N -1.635 3.230 -2.993 0.1 -0.2 0.6
C -1.097 2.759 -4.252 -1.8 1.0 -0.2
C -2.206 2.952 -5.349 1.5 -0.9 0.5
H -1.734 5.003 -5.586 0.8 -0.1 0.3
H -3.131 4.646 -6.136 -0.8 -0.3 -0.9
H -4.071 4.196 -3.996 -0.6 -0.6 0.1
H -3.568 5.835 -4.191 0.3 0.3 0.0
H -2.543 4.837 -2.052 -0.7 0.1 0.9
H -1.324 5.256 -3.139 -0.2 0.0 -0.3
H -2.287 2.528 -2.659 -0.1 0.2 0.3
H -0.832 1.732 -4.059 0.3 -0.3 -0.7
H -0.273 3.391 -4.543 0.7 -0.1 0.0
H -3.106 2.433 -5.001 0.1 0.0 -0.6
H -1.840 2.675 -6.334 -0.3 -0.3 -0.1
```
Forces are in eV/Å.

⟨S²⟩ = 0.762
Largest force on an atom = 3.88 eV Å⁻¹
Molar mass = 929.4 g/mol
Frontier orbital gap (alpha / beta) = 7.15 / 7.15 eV
Spin multiplicity = 2
Charge = +3
LUMO energy (alpha / beta) = -0.281 / -0.321 Eh

These are the Mulliken partial charges, in e, on atoms 1 to 8: 1.68, -1.16, 1.10, -1.69, -1.48, 0.29, -0.15, 0.19

Entry 2:
Formula: C34H52N4PPdTe
Source: OMol25
Level of theory: ωB97M-V with the def2-TZVPD basis set

The geometry in XYZ format:
```
93
Properties=species:S:1:pos:R:3:forces:R:3
Pd -0.241 -0.673 -0.044 0.6 -0.1 -0.5
C 2.505 0.288 -2.961 0.1 0.0 0.0
C 3.035 -0.663 -1.890 0.0 0.0 -0.2
C 4.549 -0.502 -1.769 0.1 0.0 0.0
P 2.070 -0.503 -0.316 -0.4 0.3 0.5
C 3.081 -1.530 0.842 0.0 -0.2 0.0
C 3.155 -2.985 0.373 0.0 0.0 0.0
C 2.558 -1.453 2.271 0.0 0.0 0.0
C 2.278 1.186 0.290 0.3 0.0 0.0
C 3.515 1.782 0.576 0.0 -0.1 0.0
C 3.637 3.111 0.922 -0.1 0.1 0.0
C 4.971 3.736 1.232 0.0 0.0 0.0
C 2.453 3.867 0.954 0.0 0.0 0.0
C 1.219 3.309 0.726 0.1 0.0 0.0
C 1.088 1.923 0.448 -0.5 -0.1 0.0
N -0.136 1.312 0.387 0.0 0.4 -0.2
C -1.257 2.133 0.024 0.3 -0.2 0.3
C -1.405 2.573 -1.300 -0.1 0.0 -0.1
C -0.389 2.205 -2.337 0.0 0.0 0.0
C -2.515 3.329 -1.660 0.0 0.0 0.0
C -3.492 3.678 -0.737 0.0 0.0 0.0
C -4.705 4.468 -1.152 0.0 0.0 0.0
C -3.311 3.270 0.575 0.1 0.0 0.0
C -2.207 2.517 0.977 -0.1 0.1 0.0
C -2.045 2.178 2.425 0.0 0.0 0.0
H 3.093 0.178 -3.876 0.0 0.0 0.0
H 2.583 1.326 -2.631 0.0 0.0 0.0
H 1.466 0.087 -3.204 0.0 0.0 0.0
H 2.817 -1.687 -2.216 0.0 0.0 0.0
H 4.814 0.522 -1.501 0.0 0.0 0.0
H 5.006 -0.714 -2.739 0.0 0.0 0.0
H 4.998 -1.176 -1.040 0.0 0.0 0.0
H 4.087 -1.101 0.826 0.0 0.0 0.0
H 2.164 -3.443 0.381 0.0 0.0 0.0
H 3.781 -3.567 1.052 0.0 0.0 0.0
H 3.566 -3.092 -0.632 0.0 0.0 0.0
H 1.523 -1.793 2.339 0.0 0.0 0.0
H 2.598 -0.434 2.654 0.0 0.0 0.0
H 3.171 -2.085 2.920 0.0 0.0 0.0
H 4.415 1.175 0.535 0.0 0.0 0.0
H 5.753 2.978 1.283 0.0 0.0 0.0
H 4.958 4.261 2.190 0.0 0.0 0.0
H 5.266 4.464 0.470 0.0 0.0 0.0
H 2.510 4.928 1.183 0.0 0.0 0.0
H 0.325 3.917 0.786 0.0 0.0 0.0
H -0.123 1.155 -2.239 0.0 -0.1 0.0
H 0.533 2.780 -2.214 0.0 0.0 0.0
H -0.776 2.381 -3.341 0.0 0.0 0.0
H -2.618 3.645 -2.694 0.0 0.0 0.0
H -4.438 5.267 -1.846 0.0 0.0 0.0
H -5.196 4.917 -0.288 0.0 0.0 0.0
H -5.437 3.831 -1.654 0.0 0.0 0.0
H -4.043 3.552 1.325 0.0 0.0 0.0
H -2.763 2.733 3.030 0.0 0.0 0.0
H -1.039 2.417 2.767 0.0 0.0 0.0
H -2.195 1.112 2.596 0.0 0.0 0.0
N -5.059 -5.970 -2.270 0.0 0.0 0.0
C -2.953 -3.623 -1.964 0.2 0.2 -0.1
C -3.267 -2.389 -2.788 0.0 0.0 0.0
C -2.242 -1.240 -2.691 0.1 0.0 0.1
N -2.277 -0.584 -1.358 0.0 0.1 0.0
C -0.829 -1.771 -2.953 0.0 0.1 0.1
C -0.475 -2.990 -2.109 0.1 0.0 0.1
N -0.419 -2.654 -0.653 -0.2 0.1 0.0
C -1.547 -4.082 -2.298 -0.1 -0.1 0.0
H -5.910 -5.598 -1.858 0.0 0.0 0.0
H -4.743 -6.686 -1.622 0.0 0.0 0.0
H -4.356 -5.198 -2.204 -0.1 -0.1 -0.1
H -3.124 -3.473 -0.883 0.0 0.0 0.0
H -4.256 -1.982 -2.543 0.0 0.0 0.0
H -3.299 -2.667 -3.856 0.0 0.0 0.0
H -2.455 -0.475 -3.449 0.0 0.0 0.0
H -2.952 -1.050 -0.756 0.0 -0.1 0.0
H -2.574 0.383 -1.432 0.0 0.0 0.0
H -0.114 -0.971 -2.758 0.0 0.0 -0.1
H -0.735 -2.055 -4.007 0.0 0.0 0.0
H 0.527 -3.337 -2.397 0.0 0.0 0.0
H 0.212 -3.278 -0.164 0.0 0.0 0.0
H -1.354 -2.897 -0.306 0.0 -0.1 -0.1
H -1.254 -4.971 -1.722 0.0 0.0 0.0
H -1.496 -4.363 -3.363 0.0 -0.1 0.0
Te -1.602 -1.622 2.133 -0.3 -0.1 0.3
C -0.734 -0.777 3.853 0.1 0.0 0.1
C 0.243 0.216 3.764 -0.1 0.0 0.2
C 0.817 0.756 4.909 0.0 0.0 -0.1
C 0.428 0.315 6.166 0.0 0.0 0.0
C -0.544 -0.673 6.265 0.0 0.0 0.0
C -1.120 -1.213 5.123 0.1 0.1 0.0
H 0.544 0.572 2.787 0.0 0.0 0.0
H 1.571 1.530 4.813 0.0 0.0 0.0
H 0.871 0.740 7.058 0.0 0.0 0.0
H -0.857 -1.028 7.241 0.0 0.0 0.0
H -1.878 -1.982 5.214 0.0 0.0 0.0
```
Forces are in eV/Å.

Largest force on an atom = 0.79 eV Å⁻¹
Molar mass = 781.8 g/mol
Relative energy (zero: lowest compared OMol25 entry of this formula, charge and spin) = 45.3 kJ/mol
Frontier orbital gap = 4.92 eV
Charge = -1
LUMO energy = 0.088 Eh

These are the Mulliken partial charges, in e, on atoms 1 to 8: -0.25, -1.11, 0.74, -1.79, 2.67, 0.47, -1.63, -1.55